No. 1
The following is a DFT calculation (ωB97M-V/def2-TZVPD) of one molecule with the formula C7H7ClO2.

For the HOMO energy (alpha / beta), the calculation gives -5.3 / -9.6 eV. The calculation puts the total energy at -23984.544 eV.

```
! wB97M-V def2-TZVPD RIJCOSX def2/J DEFGRID3
* xyz 0 3
C -2.50977 -0.01181 -0.40399
C -1.79992 0.92665 0.29372
C -1.76359 -1.13027 -0.76913
C -0.45056 0.79884 0.55038
C -0.35148 -1.21268 -0.64504
C 0.36340 -0.18450 0.03218
C 1.76457 -0.03470 0.29851
O 2.22201 1.43110 0.12957
O 2.12693 -0.46304 1.53230
Cl 2.82369 -0.85424 -0.94700
H -3.47609 0.03337 -0.74716
H -2.32550 1.80090 0.57765
H -2.26187 -2.08010 -1.02941
H -0.06999 1.73868 0.99653
H 0.13016 -2.19372 -0.69747
H 2.58927 1.58839 -0.71020
H 2.98874 -0.15288 1.53858
*
```


No. 2
The following is a DFT calculation (ωB97M-V/def2-TZVPD) of one molecule with the formula C7H7F2NO.

For the HOMO energy, the calculation gives -9.9 eV. Its structure (SMILES) is O[C@@H](c1ccccn1)C(F)F. The calculation puts the total energy at -16343.076 eV.

```
! wB97M-V def2-TZVPD RIJCOSX def2/J DEFGRID3
* xyz 0 1
O 0.23901 1.87715 -1.42965
C 0.99059 1.11483 -0.50783
C -0.16028 -0.02193 0.13891
C -0.33418 -0.29436 1.46557
C -1.32603 -1.18092 1.86764
C -2.19073 -1.67044 0.90690
C -1.98710 -1.21172 -0.38908
N -0.96092 -0.39444 -0.80496
C 2.54859 1.03009 -1.11992
F 2.63501 0.07049 -2.05850
F 3.34690 0.66757 -0.15297
H -0.23400 1.23144 -2.00130
H 1.32117 1.86031 0.28163
H 0.36493 0.16091 2.10811
H -1.52673 -1.50818 2.89466
H -2.90807 -2.30244 1.39167
H -2.64484 -1.48465 -1.09585
H 2.82668 2.05628 -1.49504
*
```


No. 3
The following is a DFT calculation (ωB97M-V/def2-TZVPD) of a 3-piece molecular cluster, C7H7F2NO overall.

For the HOMO energy, the calculation gives -8.9 eV. The calculation puts the total energy at -16337.818 eV.

```
! wB97M-V def2-TZVPD RIJCOSX def2/J DEFGRID3
* xyz 0 1
C 1.90241 -0.59784 -0.36309
C 0.53612 -0.22144 -0.27722
C -0.46513 -1.22979 -0.53366
C -1.84379 -0.88934 0.00247
C -2.13716 0.41982 -0.07892
C -1.13468 1.43959 -0.24894
C 0.25847 1.17498 -0.13169
H 3.04654 -0.60262 1.70155
H 3.73306 0.86628 -0.07266
H 2.18849 -0.29009 -1.39435
H 2.06840 -1.55591 -0.06622
H -0.25595 -2.26994 -0.41619
H -4.01471 0.08061 0.52467
H 1.15139 1.75908 0.20223
N 2.60222 0.28030 0.65347
O -3.50913 0.80292 -0.05536
F -2.79692 -1.91373 0.42279
F -1.32961 2.74713 0.13112
*
```


No. 4
The following is a DFT calculation (ωB97M-V/def2-TZVPD) of a 2-piece molecular cluster, C7H7F2O2S overall.

For the HOMO energy, the calculation gives -3.9 eV. The calculation puts the total energy at -27736.443 eV.

```
! wB97M-V def2-TZVPD RIJCOSX def2/J DEFGRID3
* xyz -1 1
C -1.66586 -1.28580 0.50806
C -0.29927 -1.53637 0.37117
C -2.16182 -0.20548 -0.04435
C 0.63691 -0.69457 -0.11062
C -1.33102 0.71063 -0.88541
C 0.24219 0.67705 -0.46443
C 0.50828 1.52570 0.82603
O 3.74495 -0.08044 0.20603
O 3.32090 -1.63940 -1.52564
F 0.01335 -2.80523 0.78877
F -3.52238 0.20602 0.11992
S 3.04830 -1.35907 -0.12275
H -2.37211 -1.96921 0.94707
H -1.30853 0.44551 -2.00789
H -1.76737 1.78437 -0.70866
H 0.80860 1.06168 -1.33629
H 0.07815 1.13215 1.78296
H 0.39328 2.60135 0.67300
H 1.63346 1.43111 0.98303
*
```